1.
# C2H7I2NSi

A cluster of 2 separate species, C2H7I2NSi in total in a non-equilibrium geometry (ωB97M-V/def2-TZVPD, the Open Molecules 2025 dataset).

Each line ends with the natural charge from an NBO analysis.
Atoms and positions in Å:
C (-1.24874, 0.20891, 1.29481)  -0.467
C (-0.98272, -0.20766, -1.19616)  -0.474
N (-0.60277, -0.49604, 0.16803)  -0.345
Si (2.15921, -0.34874, -0.09910)  0.648
I (2.58682, 1.17932, -2.09075)  -0.219
I (2.80213, 0.40426, 2.13562)  -0.191
H (-0.83579, -0.01789, 2.20948)  0.210
H (-1.36738, 1.28173, 1.15889)  0.185
H (-2.31780, -0.08084, 1.36176)  0.211
H (-2.02809, -0.32843, -1.41660)  0.211
H (-0.83091, 0.86021, -1.48675)  0.189
H (-0.28271, -0.82966, -1.76688)  0.207
H (2.94876, -1.62516, -0.27236)  -0.165

ΔE to the lowest compared entry with this formula, charge and spin: 7.4 kcal per mole
E_tot: -27755.024 eV
2S+1: 1
HOMO-LUMO gap (alpha / beta): 7.9 / 6.9 eV
HOMO energy (alpha / beta): -9.22 / -7.57 eV

---

2.
# C2H7IP2

A cluster of 2 separate species, C2H7IP2 in total in a non-equilibrium geometry (ωB97M-V/def2-TZVPD, the Open Molecules 2025 dataset).

Each line ends with the natural charge from an NBO analysis.
Atoms and positions in Å:
C (-2.56921, 0.78461, -1.05161)  -0.949
P (-0.93502, 0.48787, -0.25878)  0.345
P (-0.82056, 0.38366, 1.74459)  -0.038
I (0.77122, 1.73605, -1.62145)  -0.114
H (-2.72209, 0.63998, -2.10448)  0.252
H (-2.85684, 1.77580, -0.93648)  0.243
H (-3.36203, 0.25286, -0.42100)  0.265
C (2.48670, -1.22462, 0.97503)  -0.859
H (1.80978, -0.70733, 1.59320)  0.219
H (3.53444, -1.05904, 1.16445)  0.213
H (2.36576, -2.35521, 0.93778)  0.213
H (2.29786, -0.71463, -0.02126)  0.211

ΔE to the lowest compared entry with this formula, charge and spin: 33.4 kcal per mole
E_tot: -28863.903 eV
SMILES: CP(#P)I.C
2S+1: 1
HOMO-LUMO gap (alpha / beta): 6.5 / 6.5 eV
HOMO energy (alpha / beta): -8.12 / -8.12 eV